1.
# C19H30N2O4

An isolated molecule of C19H30N2O4 (wB97M-V/def2-TZVPD, OMol25).

charge	0
structure (SMILES)	COc1ccc(CN2CCN(C(=O)CC(C)C)CC2)c(OC)c1OC
spin multiplicity	1
E_HOMO	-0.3112	hartree
frontier orbital gap	0.3338	Eh
ΔE to the lowest compared entry with this formula, charge and spin	311.2	kJ/mol

Geometry as XYZ:
```
55
Properties=species:S:1:pos:R:3:mulliken_charge:R:1
C 5.648 1.790 -2.242 -0.7104
H 5.985 1.020 -1.544 0.2590
O 4.394 2.337 -1.873 -0.5237
C 3.349 1.441 -1.786 0.5932
C 2.236 1.669 -2.581 -0.8183
C 1.154 0.818 -2.507 -0.3634
C 1.170 -0.284 -1.670 -0.0936
C 2.279 -0.519 -0.842 0.5897
C 3.363 0.370 -0.881 0.6111
O 4.448 0.206 -0.026 -0.5112
C 4.554 1.211 0.964 -0.8525
H 4.632 2.209 0.525 0.3749
H 5.460 0.985 1.524 0.2578
H 3.690 1.187 1.639 0.3336
O 2.179 -1.612 -0.035 -0.4477
C 3.305 -2.145 0.628 -0.8466
H 4.166 -2.223 -0.038 0.3333
H 3.578 -1.554 1.505 0.2454
H 2.998 -3.141 0.950 0.3038
C -0.030 -1.193 -1.635 -1.2431
N -1.224 -0.451 -1.252 0.1821
C -1.131 0.052 0.105 -0.1732
C -2.346 0.931 0.410 -1.3942
N -3.557 0.168 0.234 0.1636
C -4.470 -0.192 1.168 0.8495
O -5.407 -0.918 0.885 -0.6722
C -4.296 0.356 2.573 -1.2268
H -4.012 1.408 2.543 0.3966
C -3.276 -0.456 3.390 1.5528
C -3.009 0.235 4.725 -1.6282
H -2.600 1.232 4.574 0.3871
H -2.298 -0.341 5.314 0.4086
H -3.931 0.325 5.296 0.3436
C -3.787 -1.876 3.614 -1.5666
H -3.032 -2.481 4.112 0.4283
H -4.042 -2.346 2.667 0.3621
H -4.681 -1.862 4.233 0.3358
H -2.334 -0.510 2.834 -0.2652
H -5.270 0.279 3.060 0.4386
C -3.650 -0.377 -1.104 -1.0567
C -2.429 -1.246 -1.400 -0.6580
H -2.485 -1.611 -2.428 0.4329
H -2.430 -2.117 -0.719 0.3177
H -4.567 -0.964 -1.166 0.4728
H -3.690 0.449 -1.822 0.3345
H -2.270 1.332 1.417 0.4452
H -2.356 1.764 -0.304 0.3172
H -0.219 0.646 0.192 0.3621
H -1.080 -0.776 0.837 0.2243
H -0.204 -1.590 -2.640 0.5169
H 0.159 -2.038 -0.956 0.3796
H 0.278 0.991 -3.112 0.4670
H 2.244 2.518 -3.247 0.4525
H 6.347 2.624 -2.235 0.2578
H 5.598 1.363 -3.249 0.3208
```



2.
# C60H82N6O18S3

A cluster of 11 separate species, C60H82N6O18S3 in total in a non-equilibrium geometry (wB97M-V/def2-TZVPD, OMol25).

charge	0
structure (SMILES)	O=[N+]([O-])c1ccccc1.O=[N+]([O-])c1ccccc1.O=[N+]([O-])c1ccccc1.O=[N+]([O-])c1ccccc1.O=[N+]([O-])c1ccccc1.O=[N+]([O-])c1ccccc1.O=S1(=O)CCCC1.O=S1(=O)CCCC1.O=S1(=O)CCCC1.CCCCCC.CCCCCC
spin multiplicity	1
E_HOMO	-0.3587	hartree
frontier orbital gap	0.3274	Eh

Geometry as XYZ:
```
169
Properties=species:S:1:pos:R:3:mulliken_charge:R:1
C 3.455 3.060 -3.420 -0.9425
C 4.626 3.024 -4.271 -0.6310
C 5.586 2.092 -4.088 -0.5652
C 5.426 1.100 -2.999 -0.6399
C 4.371 1.314 -2.093 0.6799
C 3.339 2.217 -2.316 -0.2015
N 6.475 0.079 -2.897 0.9675
O 6.261 -0.669 -1.975 -0.5002
O 7.497 0.093 -3.530 -0.6655
H 2.744 3.806 -3.744 0.5222
H 4.556 3.533 -5.220 0.3513
H 6.385 2.108 -4.814 0.4179
H 4.317 0.616 -1.271 0.3795
H 2.463 2.385 -1.706 0.6713
C -5.945 -0.049 -2.883 -0.5562
C -5.369 -0.068 -1.605 -0.3299
C -5.699 0.925 -0.671 -0.3428
C -6.520 1.993 -1.107 0.4846
C -7.081 1.955 -2.399 -0.5034
C -6.875 0.901 -3.217 -0.6860
N -6.852 3.047 -0.160 0.9654
O -7.984 3.442 -0.213 -0.6175
O -6.002 3.578 0.479 -0.5228
H -5.820 -0.873 -3.570 0.4324
H -4.583 -0.758 -1.337 0.4886
H -5.157 0.915 0.264 0.3033
H -7.868 2.693 -2.451 0.5090
H -7.380 0.644 -4.136 0.4135
C -2.907 -0.122 -6.449 -0.8617
C -1.986 0.164 -5.410 -0.1608
C -1.684 1.494 -5.086 0.1203
C -2.318 2.536 -5.787 -0.5647
C -3.177 2.241 -6.809 -0.2564
C -3.483 0.953 -7.191 -0.6413
N -2.092 3.890 -5.267 1.0686
O -2.612 4.813 -5.963 -0.6090
O -1.374 4.127 -4.293 -0.5636
H -3.023 -1.150 -6.758 0.4635
H -1.488 -0.594 -4.823 0.5500
H -0.863 1.769 -4.440 0.4689
H -3.696 3.000 -7.374 0.4600
H -4.228 0.750 -7.945 0.4066
C -0.661 6.162 1.219 -0.0680
C -0.318 5.157 0.287 -0.5866
C -1.245 4.812 -0.649 0.0618
C -2.554 5.473 -0.671 -0.2950
C -2.730 6.478 0.250 -0.3370
C -1.833 6.763 1.262 -0.8288
N -3.604 5.074 -1.618 1.0606
O -3.644 3.922 -2.034 -0.4510
O -4.429 5.943 -1.814 -0.6255
H 0.160 6.479 1.845 0.4020
H 0.663 4.716 0.189 0.3780
H -1.130 4.000 -1.352 0.4723
H -3.486 7.236 0.110 0.4904
H -1.937 7.458 2.082 0.4581
C 6.877 -4.001 1.063 -0.4918
C 6.068 -3.351 0.147 -0.3889
C 4.816 -2.843 0.531 0.6877
C 4.350 -2.957 1.853 -0.3675
C 5.254 -3.451 2.768 -0.6152
C 6.419 -4.190 2.373 -0.6596
N 3.101 -2.345 2.310 1.2007
O 2.214 -2.238 1.475 -0.5388
O 2.925 -2.140 3.515 -0.6516
H 7.855 -4.230 0.667 0.3839
H 6.300 -3.132 -0.885 0.3953
H 4.078 -2.487 -0.174 0.1488
H 5.011 -3.522 3.818 0.3963
H 7.106 -4.721 3.014 0.3683
C -1.314 3.666 3.149 -0.0778
C -0.484 3.570 4.297 -0.0545
C -0.986 3.433 5.577 -0.5482
C -2.394 3.365 5.772 -0.4363
C -3.215 3.351 4.689 -0.3325
C -2.691 3.428 3.403 -0.8329
N -3.016 3.157 7.082 1.0205
O -2.240 3.098 8.039 -0.5966
O -4.263 3.085 7.215 -0.5954
H -1.005 3.613 2.115 0.3007
H 0.585 3.592 4.149 0.2752
H -0.232 3.385 6.349 0.5115
H -4.273 3.160 4.787 0.5071
H -3.260 3.412 2.486 0.7478
C -0.523 -6.277 -3.720 -0.8201
C 0.013 -7.055 -2.452 -0.7890
C 0.417 -6.048 -1.285 -0.7227
C -0.555 -4.867 -0.910 -0.0140
C -0.182 -4.343 0.543 -0.0451
C -1.274 -3.348 1.031 0.0036
H -0.845 -7.054 -4.413 0.4289
H 0.273 -5.565 -3.940 0.1027
H -1.426 -5.682 -3.589 0.2340
H -0.711 -7.821 -2.175 0.3858
H 0.888 -7.597 -2.810 0.3409
H 1.336 -5.501 -1.499 0.1536
H 0.747 -6.568 -0.386 0.5527
H -0.492 -4.128 -1.709 -0.1101
H -1.625 -5.071 -0.862 0.5099
H -0.036 -5.191 1.212 0.5004
H 0.769 -3.819 0.445 -0.4000
H -2.105 -3.979 1.345 0.6481
H -0.806 -2.698 1.771 -0.5643
H -1.603 -2.759 0.174 -0.0399
C -2.201 -0.951 5.430 -1.8683
C -0.973 -1.242 4.710 2.0916
C 0.125 -1.865 5.536 -0.3500
C -0.102 -3.076 6.389 -0.9810
C -0.575 -4.337 5.599 -0.3879
C -2.027 -4.340 4.983 -1.0576
H -3.019 -0.998 4.712 0.3438
H -2.075 0.076 5.774 0.3278
H -2.530 -1.505 6.310 0.3592
H -1.038 -2.027 3.957 -1.1611
H -0.630 -0.358 4.172 0.2782
H 0.521 -1.109 6.214 0.4852
H 0.927 -2.142 4.851 -0.1812
H 0.758 -3.185 7.050 0.4791
H -0.908 -2.862 7.090 0.3296
H 0.049 -4.632 4.755 0.1865
H -0.463 -5.164 6.300 0.3954
H -2.147 -5.378 4.670 0.4083
H -2.880 -4.211 5.649 0.3118
H -2.281 -3.859 4.038 0.1687
C 5.063 1.943 1.763 -0.1102
C 4.497 1.573 3.149 -0.9298
C 3.042 1.964 3.123 -0.2699
S 2.708 3.097 1.831 0.8165
O 1.975 4.202 2.454 -0.7984
O 2.044 2.438 0.691 0.1612
C 4.461 3.340 1.514 -1.0773
H 4.818 1.136 1.073 -0.1007
H 6.142 2.008 1.900 0.4867
H 5.097 2.025 3.940 0.3235
H 4.664 0.508 3.311 0.2607
H 2.756 2.560 3.990 0.4482
H 2.353 1.133 2.972 0.0701
H 4.736 4.029 2.313 0.4803
H 4.617 3.706 0.499 0.3715
C 1.351 -1.259 -4.821 0.3035
C 0.865 -2.621 -4.536 -0.8422
C 1.491 -3.118 -3.211 0.3452
S 3.115 -2.298 -3.059 1.2226
O 4.239 -3.204 -3.295 -0.9269
O 2.858 -1.487 -1.810 -0.0757
C 2.861 -1.299 -4.604 -1.1660
H 0.993 -0.454 -4.180 -0.6124
H 1.069 -0.839 -5.787 0.8498
H 1.135 -3.202 -5.418 0.3678
H -0.218 -2.638 -4.418 0.4190
H 1.445 -4.200 -3.082 0.1185
H 1.021 -2.725 -2.310 -0.8491
H 3.297 -1.903 -5.399 0.4794
H 3.456 -0.390 -4.515 0.2991
C -0.945 0.291 1.381 2.3679
C -2.348 0.501 0.800 -1.4355
C -2.116 1.308 -0.595 0.5636
S -0.866 0.168 -1.384 0.9265
O -0.009 0.874 -2.364 0.0043
O -1.632 -1.001 -1.836 -0.7594
C 0.002 -0.156 0.244 1.2829
H -0.990 -0.544 2.080 -1.8112
H -0.710 1.232 1.880 -0.1828
H -3.094 0.994 1.423 0.5153
H -2.773 -0.481 0.589 0.3668
H -1.771 2.300 -0.304 -1.3976
H -3.003 1.369 -1.225 0.6917
H 0.882 0.488 0.230 -0.4123
H 0.357 -1.185 0.297 -0.9684
```



3.
# C11H14ClN3O3S

An isolated molecule of C11H14ClN3O3S in a non-equilibrium geometry (wB97M-V/def2-TZVPD, OMol25).

charge	0
structure (SMILES)	NNC(=O)[C@@H]1CCCN1S(=O)(=O)c1ccc(Cl)cc1
spin multiplicity	1
E_HOMO	-0.3389	hartree
frontier orbital gap	0.3606	Eh

Geometry as XYZ:
```
33
Properties=species:S:1:pos:R:3:mulliken_charge:R:1
N 1.007 2.335 -1.684 -0.7575
H 0.845 3.009 -2.434 0.2355
H 1.114 2.862 -0.815 0.2772
N -0.149 1.539 -1.521 0.1672
C -0.907 1.651 -0.415 0.1711
O -0.757 2.538 0.406 -0.6979
C -1.930 0.522 -0.279 -0.0223
N -1.242 -0.613 0.330 0.1098
S -0.298 -1.574 -0.622 1.1358
O -0.457 -2.945 -0.237 -0.6807
O -0.521 -1.222 -2.004 -0.7098
C 1.373 -1.054 -0.223 0.5003
C 1.630 -0.177 0.813 0.0334
C 2.932 0.221 1.063 -0.9121
C 3.958 -0.273 0.270 0.3759
C 3.701 -1.158 -0.768 -0.6912
C 2.396 -1.546 -1.012 -0.6696
H 2.155 -2.225 -1.815 0.4225
H 4.511 -1.531 -1.374 0.4205
Cl 5.578 0.222 0.578 -0.2120
H 3.150 0.910 1.863 0.4217
H 0.818 0.203 1.412 0.3506
C -1.991 -1.145 1.456 -0.6646
C -3.379 -0.519 1.322 -0.6390
H -3.995 -1.113 0.647 0.3035
H -3.886 -0.430 2.280 0.3732
C -3.067 0.838 0.690 -0.8021
H -2.697 1.540 1.439 0.3127
H -3.922 1.280 0.183 0.4087
H -1.510 -0.831 2.390 0.2672
H -1.989 -2.234 1.403 0.3772
H -2.297 0.239 -1.273 0.4211
H -0.173 0.682 -2.070 0.3736
```



4.
# C7H10MgN2O3

A structure of composition C7H10MgN2O3 in a non-equilibrium geometry (wB97M-V/def2-TZVPD, OMol25).

charge	-2
spin multiplicity	1
E_HOMO	0.0694	hartree
frontier orbital gap	0.1453	Eh

Geometry as XYZ:
```
23
Properties=species:S:1:pos:R:3:mulliken_charge:R:1
C -0.895 -0.697 -1.802 -0.4004
C -1.416 0.569 -1.399 -0.0762
C -2.197 0.373 -0.220 -0.6964
C -2.179 -1.018 0.099 -0.7159
C -1.370 -1.687 -0.877 -0.6131
Mg 0.027 -0.293 0.403 -0.1441
N 1.686 -0.329 -0.746 -0.2316
C 2.323 0.953 -0.507 -0.2126
C 1.140 1.790 -0.090 -0.6116
H -2.787 1.132 0.285 0.3425
H -1.283 1.511 -1.924 0.5367
H -2.768 -1.510 0.874 0.3208
H -1.236 -2.767 -0.964 0.3620
H -0.297 -0.889 -2.691 0.2150
H 0.668 2.314 -0.932 0.1085
H 2.812 1.329 -1.438 0.2744
H 2.406 -1.052 -0.819 -0.0778
H 1.210 2.353 0.845 0.1971
H 3.100 0.984 0.297 0.1952
O 0.294 -1.048 4.136 -0.6712
N 0.276 -0.777 2.948 1.1424
O 1.285 -0.939 2.158 -0.5692
O -0.798 -0.302 2.363 -0.6744
```